Density functional theory data (ωB97M-V/def2-TZVPD) for a cluster of 2 separate species, C22H22FN2O in total.

```
48
C22H22FN2O, DFT ωB97M-V/def2-TZVPD
F -6.470 1.052 -3.501
C -5.627 0.379 -2.647
C -4.968 1.101 -1.646
C -4.065 0.414 -0.840
C -3.786 -0.980 -1.009
C -2.804 -1.568 -0.157
C -2.568 -2.947 0.106
C -1.764 -3.272 1.249
C -1.431 -4.581 1.562
C -1.887 -5.646 0.762
C -2.716 -5.369 -0.334
C -3.066 -4.056 -0.646
C -4.546 -1.653 -2.013
C -5.446 -0.984 -2.842
H -5.153 2.165 -1.517
H -3.566 0.942 -0.022
H -2.204 -0.870 0.430
H -1.434 -2.450 1.892
H -0.806 -4.796 2.433
H -1.599 -6.678 0.983
H -3.095 -6.183 -0.953
H -3.746 -3.909 -1.474
H -4.460 -2.722 -2.154
H -5.988 -1.520 -3.623
C 6.096 2.680 -0.101
C 4.699 2.133 -0.398
N 3.862 2.302 0.785
C 2.605 1.665 0.728
C 1.784 1.695 -0.414
C 0.542 1.033 -0.346
N 0.171 0.269 0.704
C 0.965 0.263 1.794
C 2.168 0.966 1.872
C 3.839 3.628 1.397
C 5.254 4.189 1.568
O 6.063 4.022 0.399
H 6.593 1.989 0.611
H 6.683 2.752 -1.031
H 4.259 2.624 -1.291
H 4.765 1.052 -0.593
H 2.063 2.249 -1.316
H -0.162 1.132 -1.180
H 0.624 -0.323 2.662
H 2.792 0.946 2.774
H 3.241 4.338 0.784
H 3.359 3.531 2.380
H 5.208 5.282 1.715
H 5.720 3.715 2.456
```

Summary:
LUMO energy in eV: -5.84
Strongest force on any atom in eV/Å: 2.1
Charge: +1
Gap between HOMO and LUMO in Ha: 0.177

Results of the Mulliken charge analysis, in e, for atoms 1 through 6: F -0.276; C 0.462; C -0.738; C -0.422; C 0.806; C -0.124


Density functional theory data (ωB97M-V/def2-TZVPD) for a structure of composition C27H37N2SbSe3TeW.

```
72
C27H37N2SbSe3TeW, DFT ωB97M-V/def2-TZVPD
W -0.269 0.432 0.156
Se 0.957 0.387 2.248
Se 2.445 2.142 1.791
Te 1.361 2.701 -0.429
Se -1.030 2.779 0.335
C -2.131 -0.687 -2.329
N -0.906 0.128 -2.099
C -1.112 1.399 -2.846
C 0.247 -0.569 -2.737
C 0.635 -1.776 -1.941
N 1.039 -1.363 -0.566
C 0.937 -2.553 0.328
C 2.481 -0.977 -0.618
H -2.267 -0.821 -3.405
H -2.997 -0.181 -1.919
H -2.037 -1.657 -1.868
H -1.279 1.165 -3.900
H -0.231 2.027 -2.763
H -1.973 1.928 -2.451
H 1.074 0.137 -2.792
H -0.016 -0.848 -3.760
H 1.464 -2.295 -2.425
H -0.181 -2.488 -1.861
H 1.492 -3.381 -0.121
H -0.098 -2.842 0.460
H 1.375 -2.317 1.292
H 3.066 -1.845 -0.930
H 2.809 -0.652 0.361
H 2.629 -0.173 -1.331
C -3.240 -2.662 4.328
C -2.977 -3.240 2.957
C -3.100 -4.627 2.823
C -2.956 -5.280 1.610
C -2.696 -4.547 0.462
C -2.550 -3.174 0.571
C -2.665 -2.513 1.798
Sb -2.490 -0.410 1.524
C -2.391 0.544 3.410
C -1.416 0.013 4.254
C -1.165 0.566 5.498
C -1.901 1.672 5.899
C -2.869 2.200 5.059
C -3.142 1.658 3.800
C -4.219 2.302 2.961
C -4.315 0.105 0.560
C -4.262 1.122 -0.398
C -5.388 1.508 -1.103
C -6.590 0.854 -0.859
C -6.651 -0.140 0.102
C -5.532 -0.530 0.845
C -5.727 -1.561 1.934
H -3.961 -3.287 4.855
H -3.637 -1.650 4.302
H -2.332 -2.640 4.933
H -3.340 -5.205 3.709
H -3.073 -6.356 1.557
H -2.614 -5.035 -0.502
H -2.366 -2.609 -0.327
H -0.857 -0.869 3.959
H -0.413 0.135 6.148
H -1.727 2.120 6.870
H -3.445 3.059 5.386
H -4.669 3.133 3.500
H -5.014 1.604 2.699
H -3.824 2.703 2.026
H -3.328 1.625 -0.607
H -5.333 2.308 -1.832
H -7.483 1.130 -1.408
H -7.600 -0.624 0.308
H -6.753 -1.523 2.299
H -5.077 -1.385 2.791
H -5.541 -2.577 1.574
```

Summary:
LUMO energy (alpha / beta) in eV: -7.55 / -7.40
Strongest force on any atom in eV/Å: 1.1
Charge: +2
2S+1: 3
Relative energy (zero: lowest compared OMol25 entry of this formula, charge and spin) in kcal/mol: 0.00
Gap between HOMO and LUMO (alpha / beta) in Ha: 0.231 / 0.240

Results of the Mulliken charge analysis, in e, for atoms 1 through 6: W 0.607; Se 0.008; Se -0.125; Te 0.020; Se -0.066; C -1.081


Density functional theory data (ωB97M-V/def2-TZVPD) for a structure of composition C46H46BClN10O4PPb.

```
110
C46H46BClN10O4PPb, DFT ωB97M-V/def2-TZVPD
Pb 0.016 -0.050 -1.709
N -3.522 -0.143 -2.647
P -2.701 1.216 -1.955
C -3.962 1.701 -0.715
C -5.337 1.651 -0.959
C -6.239 2.037 0.023
C -5.782 2.483 1.259
C -4.419 2.547 1.506
C -3.518 2.152 0.527
C -2.848 2.485 -3.247
C -1.820 3.417 -3.355
C -1.899 4.435 -4.297
C -2.998 4.516 -5.139
C -4.021 3.576 -5.045
C -3.947 2.563 -4.102
C -2.847 -0.910 -3.593
C -3.439 -1.988 -4.258
C -2.705 -2.621 -5.237
C -1.417 -2.178 -5.541
C -0.906 -1.136 -4.800
N -1.593 -0.531 -3.820
H -4.253 -0.586 -2.115
H -5.712 1.329 -1.923
H -7.302 2.000 -0.182
H -6.488 2.784 2.023
H -4.061 2.908 2.465
H -2.453 2.196 0.728
H -0.931 3.327 -2.739
H -1.089 5.149 -4.386
H -3.054 5.302 -5.882
H -4.875 3.631 -5.710
H -4.736 1.821 -4.048
H -4.449 -2.296 -4.015
H -3.134 -3.460 -5.773
H -0.837 -2.632 -6.334
H 0.092 -0.743 -4.981
N 1.976 -1.040 -3.313
C 2.669 0.106 -3.931
C 1.987 1.459 -3.683
O 2.617 2.455 -3.987
O 0.778 1.451 -3.192
H 2.641 -1.682 -2.894
H 1.455 -1.570 -4.003
H 2.769 -0.004 -5.012
H 3.678 0.186 -3.534
Cl 4.233 -2.591 -0.903
C 3.478 -4.175 -0.859
C 4.297 -5.271 -1.086
C 3.755 -6.545 -1.064
C 2.399 -6.713 -0.815
C 1.599 -5.607 -0.588
C 2.115 -4.310 -0.606
C 1.190 -3.141 -0.342
H 5.353 -5.119 -1.273
H 4.392 -7.402 -1.244
H 1.967 -7.706 -0.794
H 0.539 -5.740 -0.389
H 0.374 -3.159 -1.071
H 1.730 -2.199 -0.449
C -1.000 1.788 3.744
N -1.562 0.524 3.274
C -2.681 -0.057 4.018
C -1.275 0.086 2.062
N -1.005 -0.305 1.001
H -0.649 1.666 4.769
H -1.751 2.582 3.721
H -0.158 2.070 3.114
H -2.398 -0.151 5.066
H -2.900 -1.045 3.630
H -3.571 0.572 3.938
O -0.712 -3.703 1.338
B 0.566 -3.220 1.082
O 1.237 -2.918 2.260
C 0.346 -3.228 3.270
C 0.523 -3.131 4.629
C -0.535 -3.568 5.429
C -1.703 -4.080 4.871
C -1.869 -4.165 3.486
C -0.821 -3.720 2.715
H 1.447 -2.754 5.050
H -0.436 -3.525 6.507
H -2.497 -4.426 5.523
H -2.769 -4.570 3.037
C 3.568 0.932 -0.458
C 2.469 1.878 -0.115
N 1.189 1.688 -0.338
C 0.522 2.811 0.129
C 1.423 3.685 0.636
N 2.659 3.086 0.474
C 3.930 3.601 0.961
N 4.456 2.791 2.024
N 5.619 2.105 1.833
N 5.866 1.408 2.874
C 4.847 1.619 3.794
C 4.660 1.086 5.072
C 3.535 1.482 5.760
C 2.610 2.388 5.197
C 2.783 2.918 3.937
C 3.935 2.511 3.253
H 3.176 0.149 -1.108
H 3.987 0.461 0.433
H 4.377 1.443 -0.982
H -0.547 2.920 0.030
H 1.311 4.672 1.058
H 3.768 4.621 1.295
H 4.674 3.597 0.171
H 5.379 0.396 5.496
H 3.356 1.103 6.758
H 1.743 2.678 5.779
H 2.073 3.616 3.513
```

Summary:
LUMO energy in eV: -1.77
Strongest force on any atom in eV/Å: 0.5
Charge: +1
Relative energy (zero: lowest compared OMol25 entry of this formula, charge and spin) in kcal/mol: 0.00
Gap between HOMO and LUMO in Ha: 0.323

Results of the Mulliken charge analysis, in e, for atoms 1 through 6: Pb 2.075; N -0.033; P 0.796; C 0.540; C -0.403; C -0.787


Density functional theory data (ωB97M-V/def2-TZVPD) for a cluster of 2 separate species, CH5N2O2 in total.

```
10
CH5N2O2, DFT ωB97M-V/def2-TZVPD
C 1.222 0.297 -0.848
N -1.651 -0.899 0.773
N 0.561 0.543 0.429
O -0.506 1.256 0.305
O -0.354 -1.276 0.664
H 1.899 -0.546 -0.720
H 0.519 0.098 -1.667
H 1.804 1.196 -1.100
H -1.646 0.088 0.377
H -1.846 -0.758 1.786
```

Summary:
LUMO energy in eV: 4.73
Strongest force on any atom in eV/Å: 1.7
Charge: -1
Relative energy (zero: lowest compared OMol25 entry of this formula, charge and spin) in kcal/mol: 149.12
Gap between HOMO and LUMO in Ha: 0.254

Results of the Mulliken charge analysis, in e, for atoms 1 through 6: C -0.581; N -0.480; N -0.148; O -0.565; O -0.488; H 0.207


Density functional theory data (ωB97M-V/def2-TZVPD) for a structure of composition C21H30AsF4MoN2O7P2.

```
68
C21H30AsF4MoN2O7P2, DFT ωB97M-V/def2-TZVPD
Mo -0.009 0.063 -0.276
C -1.447 2.151 1.932
C -0.091 2.698 1.534
N 0.406 2.211 0.204
C -0.030 3.135 -0.914
C -1.447 3.675 -0.874
C 1.896 2.233 0.213
C 2.471 1.494 -0.983
N 1.611 0.335 -1.263
C 2.019 -0.525 -2.314
C 1.220 -0.678 -3.439
F 0.079 0.009 -3.539
C 1.590 -1.536 -4.462
F 0.787 -1.645 -5.517
C 2.762 -2.262 -4.397
C 3.559 -2.115 -3.278
F 4.693 -2.802 -3.161
C 3.194 -1.263 -2.252
F 3.975 -1.174 -1.164
H -1.763 2.630 2.859
H -2.223 2.321 1.190
H -1.410 1.078 2.120
H -0.081 3.791 1.514
H 0.657 2.399 2.273
H 0.664 3.983 -0.882
H 0.148 2.603 -1.850
H -1.619 4.317 -0.012
H -1.578 4.294 -1.762
H -2.201 2.899 -0.893
H 2.252 3.268 0.242
H 2.220 1.755 1.133
H 2.514 2.119 -1.880
H 3.491 1.173 -0.757
H 3.047 -2.929 -5.197
O -1.996 -3.514 0.225
P -1.665 -2.047 -0.178
O -0.374 -1.956 -0.986
O -1.458 -1.064 0.972
O -2.907 -1.555 -1.036
P -3.143 0.074 -1.204
O -3.692 0.180 -2.671
O -4.027 0.645 -0.206
O -1.662 0.599 -1.240
H -2.918 -3.692 0.463
H -3.122 -0.193 -3.356
C 0.505 -0.624 3.432
As 1.305 -0.980 1.716
C 3.167 -0.575 2.039
C 1.270 -2.937 1.575
C 2.229 -3.584 2.527
C 1.840 -3.884 3.829
C 2.744 -4.439 4.725
C 4.046 -4.702 4.326
C 4.437 -4.420 3.024
C 3.534 -3.865 2.131
H 1.021 -1.236 4.174
H -0.553 -0.871 3.400
H 0.631 0.428 3.686
H 3.499 -1.217 2.856
H 3.283 0.463 2.341
H 3.768 -0.778 1.158
H 1.477 -3.185 0.534
H 0.238 -3.218 1.789
H 0.818 -3.705 4.142
H 2.425 -4.675 5.731
H 4.749 -5.136 5.023
H 5.446 -4.640 2.702
H 3.845 -3.655 1.114
```

Summary:
LUMO energy (alpha / beta) in eV: -4.02 / -3.78
Strongest force on any atom in eV/Å: 0.5
Charge: +1
2S+1: 3
Gap between HOMO and LUMO (alpha / beta) in Ha: 0.281 / 0.291

Results of the Mulliken charge analysis, in e, for atoms 1 through 6: Mo 0.869; C -1.020; C -0.764; N 0.295; C -0.397; C -1.485


Density functional theory data (ωB97M-V/def2-TZVPD) for the molecule C2H2ClF3.

```
8
C2H2ClF3, DFT ωB97M-V/def2-TZVPD
C 0.800 -0.038 -0.257
C -0.638 0.088 0.165
H 0.835 -0.160 -1.336
H 1.266 0.854 0.167
F 1.404 -1.086 0.336
F -0.774 0.676 1.368
F -1.227 0.994 -0.589
Cl -1.667 -1.327 0.147
```

Summary:
LUMO energy in eV: 0.83
Strongest force on any atom in eV/Å: 2.5
Charge: 0
SMILES: FCC(F)(F)Cl
Relative energy (zero: lowest compared OMol25 entry of this formula, charge and spin) in kcal/mol: 15.91
Gap between HOMO and LUMO in Ha: 0.472

Results of the Mulliken charge analysis, in e, for atoms 1 through 6: C -0.273; C 0.610; H 0.275; H 0.243; F -0.258; F -0.236


Density functional theory data (ωB97M-V/def2-TZVPD) for the molecule C5H12N2O.

```
20
C5H12N2O, DFT ωB97M-V/def2-TZVPD
C -0.792 -0.897 0.033
N 0.420 -0.603 -0.722
C 1.602 -1.320 -0.348
C 2.747 -0.867 -1.268
O 3.336 0.156 -1.040
C -1.895 0.173 -0.285
N -1.929 1.315 0.615
C -0.671 1.892 1.141
H -1.126 -1.884 -0.280
H -0.636 -0.728 1.107
H 0.621 0.363 -0.803
H 1.538 -2.400 -0.429
H 1.998 -1.101 0.654
H 2.976 -1.508 -2.137
H -1.745 0.502 -1.298
H -2.833 -0.362 -0.206
H -2.489 1.064 1.414
H 0.191 1.694 0.509
H -0.816 2.959 1.182
H -0.497 1.554 2.160
```

Summary:
LUMO energy in eV: 1.01
Strongest force on any atom in eV/Å: 1.8
Charge: 0
SMILES: CNCCNCC=O
Relative energy (zero: lowest compared OMol25 entry of this formula, charge and spin) in kcal/mol: 62.30
Gap between HOMO and LUMO in Ha: 0.358

Results of the Mulliken charge analysis, in e, for atoms 1 through 6: C -0.395; N -0.372; C -0.450; C -0.028; O -0.450; C -0.890


Density functional theory data (ωB97M-V/def2-TZVPD) for the ion C4H10NO3 with charge +1.

```
18
C4H10NO3, DFT ωB97M-V/def2-TZVPD
C 0.708 -1.304 1.022
O -0.385 -2.011 1.481
C 0.529 -0.280 -0.143
C 0.524 1.062 0.442
C 0.096 2.008 -0.674
O -1.228 1.821 -0.879
O 0.726 2.500 -1.579
N -0.816 -0.712 -0.990
H 1.113 -0.806 1.887
H 1.380 -2.082 0.653
H -0.299 -2.324 2.447
H 1.415 -0.535 -0.796
H 1.391 1.474 1.051
H -0.393 1.100 1.194
H -1.652 2.355 -1.658
H -1.274 0.210 -1.165
H -1.312 -1.401 -0.390
H -0.522 -1.074 -1.904
```

Summary:
LUMO energy in eV: -3.41
Strongest force on any atom in eV/Å: 4.9
Charge: +1
SMILES: [NH3+][C@H](CO)CC(=O)O
Relative energy (zero: lowest compared OMol25 entry of this formula, charge and spin) in kcal/mol: 41.02
Gap between HOMO and LUMO in Ha: 0.412

Results of the Mulliken charge analysis, in e, for atoms 1 through 6: C -0.546; O -0.576; C -0.087; C -0.607; C 0.496; O -0.567


Density functional theory data (ωB97M-V/def2-TZVPD) for the molecule C2H7NS.

```
11
C2H7NS, DFT ωB97M-V/def2-TZVPD
C -0.123 1.421 0.057
C -0.644 -1.235 0.075
N 2.247 -0.370 -0.314
S 0.687 -0.108 0.742
H 0.504 2.240 0.309
H -1.044 1.439 0.439
H -0.012 1.434 -0.981
H -0.448 -2.293 0.548
H -0.520 -1.053 -1.010
H -1.670 -0.896 0.479
H 2.939 -0.679 0.489
```

Summary:
LUMO energy in eV: 0.75
Strongest force on any atom in eV/Å: 4.7
Charge: 0
Relative energy (zero: lowest compared OMol25 entry of this formula, charge and spin) in kcal/mol: 73.99
Gap between HOMO and LUMO in Ha: 0.322

Results of the Mulliken charge analysis, in e, for atoms 1 through 6: C -0.958; C -0.729; N -0.529; S 0.142; H 0.310; H 0.409


Density functional theory data (ωB97M-V/def2-TZVPD) for a structure of composition C3AlFO3.

```
8
C3AlFO3, DFT ωB97M-V/def2-TZVPD
C 1.746 -0.479 -0.163
C 0.556 -0.561 -0.482
O -0.624 -0.324 -0.854
F 2.846 -1.128 0.169
Al 1.866 2.293 -0.045
O -1.539 -0.164 1.408
C -1.938 0.003 0.286
O -2.912 0.360 -0.319
```

Summary:
LUMO energy in eV: -1.77
Strongest force on any atom in eV/Å: 3.8
Charge: 0
Gap between HOMO and LUMO in Ha: 0.278

Results of the Mulliken charge analysis, in e, for atoms 1 through 6: C -0.455; C 0.800; O -0.498; F -0.229; Al 0.706; O -0.514


Density functional theory data (ωB97M-V/def2-TZVPD) for the molecule C3H3NO2.

```
9
C3H3NO2, DFT ωB97M-V/def2-TZVPD
C 0.070 -0.864 0.203
C -0.647 0.106 -0.368
O 0.274 -2.067 -0.413
C 0.119 2.128 0.162
O -0.937 1.315 0.210
N 1.032 2.843 0.132
H 0.690 -2.674 0.226
H 0.533 -0.783 1.178
H -1.133 -0.005 -1.330
```

Summary:
LUMO energy in eV: 0.43
Strongest force on any atom in eV/Å: 2.9
Charge: 0
SMILES: N#CO/C=C/O
Relative energy (zero: lowest compared OMol25 entry of this formula, charge and spin) in kcal/mol: 69.17
Gap between HOMO and LUMO in Ha: 0.374

Results of the Mulliken charge analysis, in e, for atoms 1 through 6: C 0.073; C -0.344; O -0.463; C 0.484; O -0.351; N -0.385


Density functional theory data (ωB97M-V/def2-TZVPD) for the molecule C4H6N2S.

```
13
C4H6N2S, DFT ωB97M-V/def2-TZVPD
C -0.199 0.492 -0.200
C 0.988 -0.128 -0.841
C 0.383 -1.359 1.028
C -0.298 -0.217 1.114
H -2.839 2.832 -1.019
H 1.799 0.599 -0.916
H 0.581 -0.344 -1.943
H 1.476 -2.162 -0.436
H 0.396 -2.154 1.764
H -0.818 0.137 2.083
N -0.962 1.287 -0.845
N 1.321 -1.337 0.031
S -1.828 2.354 0.178
```

Summary:
LUMO energy in eV: 0.70
Strongest force on any atom in eV/Å: 4.4
Charge: 0
SMILES: S/N=C1\C=CNC1
Relative energy (zero: lowest compared OMol25 entry of this formula, charge and spin) in kcal/mol: 72.22
Gap between HOMO and LUMO in Ha: 0.315

Results of the Mulliken charge analysis, in e, for atoms 1 through 6: C 0.442; C -0.394; C -0.441; C -0.176; H 0.161; H 0.268